1.
Formula: C5H8N2O
Source: the OMol25 dataset
Level of theory: wB97M-V/def2-TZVPD

Last column: natural (NBO) charge in e.
Positions of all 16 atoms, in Å:
C1 -1.59647 -0.49916 0.02196  0.63
C2 -0.29307 -1.36100 0.29578  -0.33
C3 0.94260 0.55707 0.83695  -0.27
C4 0.19786 1.07697 -0.37407  -0.08
C5 1.01117 0.03557 -1.22511  -0.25
H1 -0.24988 -2.45819 -0.18745  0.25
H2 -0.34463 -1.27192 1.58862  0.23
H3 2.09703 0.87505 1.39771  0.25
H4 0.14996 0.33257 1.60386  0.20
H5 0.35458 2.16621 -0.76699  0.21
H6 0.63296 -0.56266 -2.07195  0.22
H7 2.18316 0.25544 -1.12782  0.22
H8 -2.07418 1.49845 0.07573  0.42
N1 1.00464 -0.75238 -0.00142  -0.44
N2 -1.22708 0.71277 -0.41464  -0.62
O1 -2.78865 -0.60480 0.34882  -0.62

Cartesian forces (eV/Å) of the 2 atoms listed first:
-1.132 0.115 1.006
-0.698 -2.603 2.175

Orbital gap: 9.340 eV
SMILES string: O=C1CN2CC(C2)N1
Strongest force on any atom: 5.490 eV/Å

***

2.
Formula: C5H8N2O
Source: the OMol25 dataset
Level of theory: wB97M-V/def2-TZVPD

Last column: natural (NBO) charge in e.
Positions of all 16 atoms, in Å:
C1 -1.75212 -0.87580 0.68347  -0.42
N1 -0.63198 -0.03679 1.06189  -0.62
C2 -0.25825 1.31808 0.59815  0.65
C3 0.31722 0.38415 -0.56596  -0.08
C4 1.75677 0.09217 -0.41867  0.10
C5 -0.23115 0.29324 -1.80110  -0.49
N2 2.24785 -0.21962 0.70052  -0.61
O1 0.21308 2.15324 1.30991  -0.51
H1 -0.25688 -0.22677 1.99337  0.41
H2 3.22260 -0.50775 0.65410  0.35
H3 2.33956 0.23039 -1.34003  0.17
H4 -2.59073 -0.27925 0.32009  0.21
H5 -2.06790 -1.45834 1.55118  0.22
H6 -1.44448 -1.57909 -0.08786  0.21
H7 -1.26325 0.53894 -1.98989  0.20
H8 0.39967 0.17321 -2.66918  0.21

Cartesian forces (eV/Å) of the 2 atoms listed first:
-0.296 0.043 -0.008
-0.613 0.980 2.831

Orbital gap: 8.304 eV
Strongest force on any atom: 5.421 eV/Å

***

3.
Formula: C5H8N2O
Source: the OMol25 dataset
Level of theory: wB97M-V/def2-TZVPD

Last column: natural (NBO) charge in e.
Positions of all 16 atoms, in Å:
C1 0.20430 -0.19247 1.52537  0.10
C2 -0.08144 -0.75911 0.33769  -0.25
C3 0.68625 -1.22586 -0.90340  -0.22
C4 -0.34249 0.64422 -1.78869  0.28
C5 0.44732 0.74160 0.30045  -0.11
H1 -1.60768 0.31167 2.64648  0.49
H2 1.18575 -0.51205 1.79059  0.20
H3 -1.14285 -0.78377 -0.06919  0.21
H4 0.44737 -2.30086 -0.95382  0.21
H5 1.88001 -0.96382 -0.91215  0.20
H6 -0.82140 1.08935 -2.63347  0.17
H7 -0.74135 2.26743 -0.56872  0.39
H8 1.28984 1.01178 -0.02879  0.18
N1 0.41844 -0.31893 -1.95634  -0.51
N2 -0.53782 1.27925 -0.56700  -0.64
O1 -0.64220 -0.26152 2.69549  -0.71

Cartesian forces (eV/Å) of the 2 atoms listed first:
0.637 1.724 3.873
-0.975 -1.217 -6.772

Orbital gap: 9.287 eV
SMILES string: O[C@H]1[C@@H]2CN=CN[C@@H]12
Strongest force on any atom: 10.261 eV/Å

***

4.
Formula: C5H8N2O
Source: the OMol25 dataset
Level of theory: wB97M-V/def2-TZVPD

Last column: natural (NBO) charge in e.
Positions of all 16 atoms, in Å:
C1 -1.10846 0.95949 -0.45407  -0.71
C2 -0.26095 -1.68844 -0.20436  0.32
C3 0.03015 0.15083 -0.00459  0.34
C4 1.40987 1.77090 1.15715  0.25
C5 -0.23701 -2.33373 -1.36512  -0.60
O1 -0.61743 -2.20211 0.99228  -0.69
N1 1.08976 0.10659 0.57127  -0.40
N2 1.17841 2.89810 0.67626  -0.67
H1 -0.71575 -3.16665 0.94292  0.48
H2 1.68868 3.69086 1.07591  0.37
H3 2.10059 1.59159 1.99710  0.15
H4 -2.03613 0.49125 -0.12553  0.25
H5 -1.03492 1.95542 -0.01858  0.25
H6 -1.11035 1.00565 -1.54233  0.25
H7 -0.44770 -3.39755 -1.43098  0.19
H8 0.07124 -1.83219 -2.26733  0.21

Cartesian forces (eV/Å) of the 2 atoms listed first:
0.031 0.714 0.385
-0.668 2.947 -0.657

Orbital gap: 9.425 eV
SMILES string: [H]/N=C/N=C(\C)C(=C)O
Strongest force on any atom: 7.609 eV/Å

***

5.
Formula: C5H8N2O
Source: the OMol25 dataset
Level of theory: wB97M-V/def2-TZVPD

Last column: natural (NBO) charge in e.
Positions of all 16 atoms, in Å:
C1 0.27987 1.20680 0.48285  -0.67
C2 -1.68059 -0.37063 -0.09659  0.64
C3 -0.20992 -0.14967 0.07701  -0.07
N1 -2.44543 0.74728 -0.14938  -0.82
C4 0.57604 -1.21975 -0.10474  -0.21
C5 2.03256 -1.27232 -0.02491  0.09
N2 2.88229 -0.45498 -0.46889  -0.58
O1 -2.16875 -1.47863 -0.18864  -0.61
H1 -2.06074 1.67319 -0.16594  0.39
H2 -3.43259 0.63153 -0.30667  0.41
H3 2.48844 0.35100 -0.95350  0.33
H4 0.08437 -2.16143 -0.32096  0.25
H5 2.43569 -2.16273 0.45461  0.17
H6 0.24639 1.90206 -0.35803  0.22
H7 -0.33483 1.60797 1.28812  0.22
H8 1.30721 1.15034 0.83567  0.24

Cartesian forces (eV/Å) of the 2 atoms listed first:
0.082 -0.072 -0.024
-0.110 -0.223 -0.042

Orbital gap: 10.031 eV
SMILES string: [H]/N=C\C=C(/C)C(N)=O
Strongest force on any atom: 0.800 eV/Å

***

6.
Formula: C5H8N2O
Source: the OMol25 dataset
Level of theory: wB97M-V/def2-TZVPD

Last column: natural (NBO) charge in e.
Positions of all 16 atoms, in Å:
C1 1.04380 0.35215 -0.02406  -0.06
C2 -0.16064 0.63372 0.98346  -0.11
C3 -0.11042 0.52026 -0.91184  -0.15
C4 -0.98097 -0.69589 -0.69697  0.08
C5 -0.97615 -0.59786 0.76789  -0.03
H1 0.80182 -1.75256 0.88817  0.35
H2 1.90092 -1.44299 -1.06023  0.35
H3 1.82218 1.26363 -0.25547  0.20
H4 -0.14732 1.03369 2.05130  0.22
H5 0.19439 2.35916 -0.01995  0.35
H6 -0.18408 0.86383 -2.00400  0.21
H7 -1.09512 -1.67799 -1.29254  0.21
H8 -1.10342 -1.25984 1.54583  0.21
N1 1.68171 -0.87540 0.13247  -0.81
N2 -0.58903 1.62847 -0.04620  -0.56
O1 -2.09768 -0.35240 -0.05785  -0.45

Cartesian forces (eV/Å) of the 2 atoms listed first:
1.997 1.170 0.493
1.429 2.455 2.281

Orbital gap: 9.327 eV
Strongest force on any atom: 6.500 eV/Å

***

7.
Formula: C5H8N2O
Source: the OMol25 dataset
Level of theory: wB97M-V/def2-TZVPD

Last column: natural (NBO) charge in e.
Positions of all 16 atoms, in Å:
C1 -0.37584 -0.96460 -1.74058  -0.62
C2 -0.45090 -0.87943 -0.20364  0.06
C3 1.28321 -0.80223 1.27077  0.03
C4 0.42956 0.14873 0.45456  -0.22
C5 0.27912 1.44682 0.74150  0.05
H1 -0.93917 -1.69442 -2.31442  0.22
H2 0.68886 -1.27124 -1.75100  0.22
H3 -0.56800 -0.02382 -2.09857  0.20
H4 -1.53272 -0.68691 0.15328  0.17
H5 2.06164 -0.31048 1.91954  0.20
H6 1.11974 1.98102 1.21773  0.20
H7 -1.70776 1.86478 0.24022  0.39
H8 -0.79808 3.30354 0.51190  0.41
N1 1.15741 -2.08952 1.13758  -0.11
N2 -0.66298 2.21060 0.28855  -0.80
O1 0.01591 -2.23284 0.17260  -0.41

Cartesian forces (eV/Å) of the 2 atoms listed first:
1.833 -1.390 1.815
-2.666 -0.900 -0.632

Orbital gap: 8.353 eV
SMILES string: C[C@H]1ON=C/C1=C/N
Strongest force on any atom: 9.125 eV/Å

***

8.
Formula: C5H8N2O
Source: the OMol25 dataset
Level of theory: wB97M-V/def2-TZVPD

Last column: natural (NBO) charge in e.
Positions of all 16 atoms, in Å:
C1 -0.06173 -1.88275 0.03063  -0.41
C2 0.01171 0.55143 0.88496  0.29
C3 0.14760 1.80205 0.25375  -0.35
C4 0.25609 1.60861 -1.09356  -0.41
C5 0.11395 0.22526 -1.24378  0.43
H1 0.84331 -2.44732 0.22811  0.21
H2 -0.75032 -2.04825 0.85309  0.19
H3 -0.67825 -2.26321 -0.80643  0.24
H4 -0.37082 0.85960 2.89999  0.40
H5 -0.33445 -0.76803 2.45089  0.38
H6 0.03793 2.79279 0.77819  0.21
H7 0.59064 2.38146 -1.76424  0.23
H8 -0.06170 0.02676 -3.13603  0.49
N1 0.09285 -0.43804 -0.11729  -0.37
N2 -0.06501 0.19114 2.18056  -0.83
O1 0.22820 -0.59149 -2.39885  -0.70

Cartesian forces (eV/Å) of the 2 atoms listed first:
-1.662 0.430 -0.087
0.586 1.044 -2.166

Orbital gap: 7.096 eV
SMILES string: Cn1c(N)ccc1O
Strongest force on any atom: 5.220 eV/Å